Here is 2 unconnected molecules or ions with the total composition C5H12NO at a distorted geometry from the OMol25 dataset. Energies are from ωB97M-V/def2-TZVPD.

The geometry in XYZ format:
```
19
Properties=species:S:1:pos:R:3:lowdin_charge:R:1
C 0.402 2.369 -0.003 -0.01
C -0.941 1.279 -1.664 0.19
N -0.801 1.635 -0.431 0.00
H 1.200 1.655 0.257 0.11
H 0.076 2.953 0.892 0.12
H 0.731 3.051 -0.811 0.11
H -0.160 1.526 -2.345 0.12
H -1.752 0.592 -1.868 0.13
H -1.141 0.961 0.271 0.09
C 1.320 -2.292 -0.109 -0.10
C -0.021 -1.726 0.264 -0.15
C -0.156 -0.816 1.249 -0.19
O -1.382 -0.175 1.534 -0.06
H 1.948 -1.603 -0.738 0.09
H 1.935 -2.482 0.822 0.10
H 1.177 -3.256 -0.620 0.08
H -0.933 -2.237 -0.013 0.11
H 0.585 -0.641 2.056 0.15
H -2.087 -0.796 1.259 0.13
```

Output
HOMO energy = -13.06 eV
energy relative to the best compared isomer or geometry (same formula, charge and spin) = 51.6 kcal/mol
total charge = +1
E_LUMO = -5.16 eV

---

Here is 2 unconnected molecules or ions with the total composition C5H12NO2 at a distorted geometry from the OMol25 dataset. Energies are from ωB97M-V/def2-TZVPD.

The geometry in XYZ format:
```
20
Properties=species:S:1:pos:R:3:lowdin_charge:R:1
N -1.345 0.509 -1.238 -0.03
C -2.140 -0.110 -0.201 -0.26
C -1.731 0.580 1.093 -0.19
C -0.216 0.571 0.910 -0.18
C -0.009 0.687 -0.603 -0.35
C 1.054 -0.326 -1.112 -0.39
O 2.243 -0.062 -0.476 -0.30
H -1.703 1.433 -1.450 0.09
H -3.205 -0.123 -0.398 0.10
H -1.804 -1.140 -0.123 0.11
H -1.995 1.645 1.002 0.10
H -2.131 0.158 2.014 0.09
H 0.361 1.320 1.457 0.10
H 0.302 -0.352 1.228 0.11
H 0.468 1.614 -0.926 0.13
H 0.683 -1.347 -0.883 0.10
H 1.101 -0.166 -2.209 0.09
H 2.996 -1.114 0.014 -0.03
H 3.543 -1.823 1.428 -0.04
O 3.530 -1.953 0.474 -0.24
```

Output
HOMO energy = -3.44 eV
energy relative to the best compared isomer or geometry (same formula, charge and spin) = 51.5 kcal/mol
total charge = -1
E_LUMO = 3.70 eV

---

Here is a molecular structure, C5H12NO2 at a distorted geometry from the OMol25 dataset. Energies are from ωB97M-V/def2-TZVPD.

The geometry in XYZ format:
```
20
Properties=species:S:1:pos:R:3:lowdin_charge:R:1
C -0.919 -2.634 0.487 -0.17
N -1.887 -1.847 -0.276 -0.13
C -1.545 -0.454 -0.353 -0.48
O -0.463 -0.210 -1.142 -0.23
H 0.122 -2.497 0.099 0.07
H -1.154 -3.712 0.399 0.06
H -0.930 -2.237 1.521 0.07
H -1.845 -2.120 -1.257 0.08
H -1.346 -0.164 0.679 0.09
H -2.487 0.014 -0.604 0.09
O 0.774 -0.438 1.192 -0.17
C 0.901 0.225 0.092 -0.42
C 0.595 1.716 0.072 -0.23
C 1.907 2.521 -0.070 -0.11
H 1.711 -0.056 -0.659 0.12
H -0.002 1.947 0.949 0.10
H -0.029 1.871 -0.815 0.10
H 2.337 2.661 0.912 0.06
H 1.716 3.493 -0.510 0.05
H 2.543 1.922 -0.716 0.05
```

Output
HOMO energy = -3.84 eV
energy relative to the best compared isomer or geometry (same formula, charge and spin) = 70.9 kcal/mol
total charge = -1
E_LUMO = 4.17 eV

---

Here is 2 unconnected molecules or ions with the total composition C5H12NO2 at a distorted geometry from the OMol25 dataset. Energies are from ωB97M-V/def2-TZVPD.

The geometry in XYZ format:
```
20
Properties=species:S:1:pos:R:3:lowdin_charge:R:1
C -0.139 1.830 1.592 -0.28
O 1.217 2.043 1.151 -0.11
C -0.434 0.379 1.848 -0.23
C -0.815 -0.365 0.568 -0.27
C 0.319 -0.404 -0.443 -0.27
C 0.262 0.135 -1.729 -0.45
N 1.139 0.131 -2.703 -0.07
H -0.196 2.468 2.482 0.10
H -0.834 2.221 0.839 0.11
H 0.412 -0.154 2.262 0.11
H -1.220 0.282 2.602 0.09
H -1.646 0.088 0.005 0.10
H -1.146 -1.377 0.839 0.08
H 1.276 -0.725 -0.077 0.08
H -0.702 0.587 -1.973 0.08
H 1.970 -0.386 -2.416 -0.02
H -0.315 -2.705 -2.519 0.02
H -0.104 -2.355 -1.077 -0.02
H 1.297 1.432 0.393 0.05
O -0.341 -3.124 -1.645 -0.12
```

Output
HOMO energy = -2.35 eV
energy relative to the best compared isomer or geometry (same formula, charge and spin) = 57.3 kcal/mol
total charge = -1
E_LUMO = 3.90 eV

---

Here is 2 unconnected molecules or ions with the total composition C5H12NO2 from the OMol25 dataset. Energies are from ωB97M-V/def2-TZVPD.

The geometry in XYZ format:
```
20
Properties=species:S:1:pos:R:3:lowdin_charge:R:1
C -1.427 1.075 -0.170 -0.17
C -2.907 -0.888 0.224 -0.07
C 1.157 -1.571 -0.287 -0.07
C -2.214 0.169 0.658 -0.28
C 1.807 -0.194 -0.385 -0.61
N 1.221 0.663 0.541 -0.17
O 1.809 2.023 0.313 -0.19
O 3.249 -0.387 -0.170 -0.11
H -1.592 2.123 0.084 0.06
H -0.310 0.862 0.079 0.03
H -1.594 0.917 -1.235 0.07
H -2.959 -1.137 -0.827 0.03
H 1.082 2.583 0.593 0.03
H -3.421 -1.559 0.894 0.02
H 1.666 -2.260 -0.959 0.06
H 1.249 -1.927 0.735 0.07
H 0.104 -1.504 -0.546 0.05
H -2.188 0.373 1.724 0.09
H 1.741 0.173 -1.449 0.12
H 3.527 0.466 0.182 0.04
```

Output
HOMO energy = -2.12 eV
energy relative to the best compared isomer or geometry (same formula, charge and spin) = 116.2 kcal/mol
total charge = -1
E_LUMO = 4.08 eV

---

Here is a molecular structure, C5H12NO2 at a distorted geometry from the OMol25 dataset. Energies are from ωB97M-V/def2-TZVPD.

The geometry in XYZ format:
```
20
Properties=species:S:1:pos:R:3:lowdin_charge:R:1
C 0.034 -1.186 0.746 -0.11
N 1.162 0.356 1.127 0.25
C 0.385 0.305 0.120 -0.51
C -0.791 1.309 0.060 -0.21
O -1.793 1.013 -0.839 -0.04
C 1.069 0.113 -1.380 -0.30
O 0.130 0.096 -2.277 -0.10
C -0.745 -1.977 -0.305 -0.07
H 0.920 -1.753 1.007 0.12
H -0.569 -1.110 1.651 0.12
H 1.054 2.521 3.066 0.03
H 1.261 2.273 2.380 0.00
H -0.286 2.257 -0.134 0.13
H -1.193 1.378 1.070 0.13
H -1.336 0.802 -1.677 0.06
H 1.719 -0.766 -1.337 0.12
H 1.682 1.035 -1.419 0.13
H -1.628 -1.524 -0.739 0.08
H -0.135 -2.165 -1.180 0.07
H -0.941 -2.978 0.061 0.09
```

Output
HOMO energy (spin up / spin down) = -8.83 / -9.17 eV
⟨S²⟩ = 0.819
energy relative to the best compared isomer or geometry (same formula, charge and spin) = 132.0 kcal/mol
spin multiplicity = 2
E_LUMO (spin up / spin down) = -1.12 / -1.72 eV

---

Here is 2 unconnected molecules or ions with the total composition C5H12NO2 at a distorted geometry from the OMol25 dataset. Energies are from ωB97M-V/def2-TZVPD.

The geometry in XYZ format:
```
20
Properties=species:S:1:pos:R:3:lowdin_charge:R:1
O 2.139 -0.995 -0.193 0.16
C 2.186 0.162 -0.321 -0.19
C 1.196 0.963 -1.369 -0.15
C -0.116 1.484 -0.685 -0.10
C -0.355 0.719 0.637 0.00
C -1.318 -0.182 0.751 0.25
N 0.696 -0.001 -2.483 0.22
H 2.932 0.925 0.220 0.20
H 1.548 1.846 -1.928 0.16
H -1.139 1.553 -1.376 0.21
H -0.114 2.516 -0.475 0.12
H 0.252 1.067 1.637 0.24
H -2.229 -0.305 0.209 0.13
H -0.991 -0.866 1.623 0.17
H 1.371 -0.762 -2.582 0.17
H 0.558 0.373 -3.438 0.19
H -0.242 -0.397 -2.142 0.19
H -1.813 -3.303 4.245 0.11
H -2.536 -2.490 3.471 -0.04
O -2.023 -2.308 4.198 -0.04
```

Output
HOMO energy (spin up / spin down) = -17.02 / -16.86 eV
⟨S²⟩ = 0.754
energy relative to the best compared isomer or geometry (same formula, charge and spin) = 73.6 kcal/mol
total charge = +2
spin multiplicity = 2
E_LUMO (spin up / spin down) = -9.25 / -13.17 eV

---

Here is 2 unconnected molecules or ions with the total composition C5H12NO2P at a distorted geometry from the OMol25 dataset. Energies are from ωB97M-V/def2-TZVPD.

The geometry in XYZ format:
```
21
Properties=species:S:1:pos:R:3:lowdin_charge:R:1
C -0.290 0.188 -1.051 -0.17
C -2.124 -1.666 1.142 -0.10
C 1.354 1.155 1.457 -0.16
C 2.692 -0.230 -0.669 -0.18
C -2.725 -1.366 -0.133 -0.42
N -0.855 1.189 -1.674 0.02
O 1.449 2.129 -1.205 -0.41
O -3.461 -0.436 -0.329 0.02
P 1.263 0.889 -0.428 0.57
H -2.442 -2.496 1.702 0.05
H -2.228 -0.668 1.767 0.13
H -1.009 -1.860 1.056 0.08
H 0.444 1.626 1.934 0.06
H 1.360 0.083 1.753 0.03
H 2.298 1.560 1.688 0.02
H 2.564 -1.075 0.030 0.05
H 2.686 -0.480 -1.656 0.00
H 3.691 0.257 -0.590 0.08
H -2.503 -2.147 -0.947 0.13
H -0.418 2.132 -1.703 0.09
H -1.745 1.219 -2.145 0.10
```

Output
HOMO energy = -8.59 eV
energy relative to the best compared isomer or geometry (same formula, charge and spin) = 65.7 kcal/mol
E_LUMO = 0.41 eV

---

> Number 1 is which compound?

C5H12NO

---

> What is the formula in the second record?

C5H12NO2

---

Please write out number 2 again, unchanged.
Here is 2 unconnected molecules or ions with the total composition C5H12NO2 at a distorted geometry from the OMol25 dataset. Energies are from ωB97M-V/def2-TZVPD.

The geometry in XYZ format:
```
20
Properties=species:S:1:pos:R:3:lowdin_charge:R:1
N -1.345 0.509 -1.238 -0.03
C -2.140 -0.110 -0.201 -0.26
C -1.731 0.580 1.093 -0.19
C -0.216 0.571 0.910 -0.18
C -0.009 0.687 -0.603 -0.35
C 1.054 -0.326 -1.112 -0.39
O 2.243 -0.062 -0.476 -0.30
H -1.703 1.433 -1.450 0.09
H -3.205 -0.123 -0.398 0.10
H -1.804 -1.140 -0.123 0.11
H -1.995 1.645 1.002 0.10
H -2.131 0.158 2.014 0.09
H 0.361 1.320 1.457 0.10
H 0.302 -0.352 1.228 0.11
H 0.468 1.614 -0.926 0.13
H 0.683 -1.347 -0.883 0.10
H 1.101 -0.166 -2.209 0.09
H 2.996 -1.114 0.014 -0.03
H 3.543 -1.823 1.428 -0.04
O 3.530 -1.953 0.474 -0.24
```

Output
HOMO energy = -3.44 eV
energy relative to the best compared isomer or geometry (same formula, charge and spin) = 51.5 kcal/mol
total charge = -1
E_LUMO = 3.70 eV